1.
ORCA calculation (the ωB97M-V functional and the def2-TZVPD basis) on a 3-piece molecular cluster, C12H20BrF4N5O10PS2 overall in a non-equilibrium geometry.

Each line ends with the Mulliken charge.
Atoms and positions in Å:
C: -4.1012 6.5554 0.8871  -0.747
N: -3.9999 5.9679 -0.4845  0.124
C: -2.6273 6.0909 -1.0728  -0.721
C: -4.5319 4.5897 -0.5597  0.027
O: -5.3381 4.3452 -1.5224  -0.508
C: -4.2078 3.3954 0.4706  -0.466
C: -3.0330 2.4125 0.0199  0.056
N: -3.4650 1.4598 -1.0102  -0.446
C: -2.2178 0.6970 -1.1643  0.694
N: -2.2953 -0.3173 -2.0403  -0.299
Br: -3.9308 -0.5598 -2.9550  0.132
N: -1.1533 1.1774 -0.3047  0.153
P: 0.4563 0.4506 -0.2129  0.321
O: 0.8356 -0.4556 -1.4004  -0.592
N: -1.6454 2.2547 0.4333  0.455
C: -1.0041 3.0807 1.4751  0.347
F: 0.4047 3.2377 1.3563  -0.261
F: -1.5367 4.4302 1.5509  -0.221
C: -1.3468 2.4282 2.9395  0.322
F: -1.4740 1.0071 2.8970  -0.224
F: -0.2868 2.8485 3.8271  -0.247
H: -3.3981 6.0866 1.6674  0.207
H: -3.8023 7.6692 0.7903  0.313
H: -5.2026 6.5247 1.2283  0.300
H: -2.4560 5.2568 -1.8595  0.299
H: -1.7753 6.1515 -0.3070  0.220
H: -2.6124 7.0986 -1.6526  0.305
H: -4.0467 3.8070 1.5463  0.271
H: -5.1736 2.7534 0.5459  0.423
H: -1.4753 -0.9268 -2.1901  0.312
H: 0.6692 -0.3421 0.9879  0.056
H: 1.4455 1.5174 -0.1949  0.111
H: -2.3047 2.9501 3.3365  0.222
C: 2.1508 -4.4286 3.1098  -0.421
C: 2.9612 -4.8489 1.8918  -0.416
O: 2.2297 -4.3556 0.7695  -0.101
S: 1.4803 -2.9818 1.1921  1.221
O: 2.2902 -1.8760 0.7541  -0.586
O: 0.0874 -3.1028 0.8678  -0.605
O: 1.6530 -3.1271 2.8006  -0.330
H: 1.2958 -5.0929 3.2636  0.301
H: 2.7550 -4.3997 4.0177  0.322
H: 3.0826 -5.9308 1.8263  0.393
H: 3.9462 -4.3716 1.8888  0.288
C: 5.8989 -5.5153 -2.9067  -0.341
C: 4.7462 -4.9468 -3.7220  -0.344
O: 3.5665 -5.4686 -3.1105  -0.342
S: 3.8294 -5.6435 -1.5165  1.117
O: 3.2917 -4.4953 -0.8392  -0.360
O: 3.4958 -6.9873 -1.1468  -0.607
O: 5.4472 -5.5014 -1.5518  -0.326
H: 6.1060 -6.5522 -3.1861  0.301
H: 6.8093 -4.9233 -3.0107  0.313
H: 4.7964 -5.2373 -4.7718  0.323
H: 4.7108 -3.8557 -3.6482  0.263

LUMO = -0.1526 Eh
Frontier orbital gap = 0.2900 Eh
Net charge = +1
M = 645.32 g mol⁻¹
Calculated total energy = -5606.092003 a.u.

***

2.
ORCA calculation (the ωB97M-V functional and the def2-TZVPD basis) on one molecule with the formula C13H28NO4P in a non-equilibrium geometry.

Each line ends with the Mulliken charge.
Atoms and positions in Å:
C: -4.6041 -1.4765 -0.0166  -1.443
C: -3.7155 -0.2446 -0.1352  -0.002
C: -2.9906 -0.1614 -1.4787  -0.549
C: -1.8273 -1.1421 -1.5827  -0.686
H: -1.4550 -1.1862 -2.6118  0.302
H: -2.1407 -2.1397 -1.2665  0.464
O: -0.7302 -0.7206 -0.7821  -0.217
P: -0.4456 -1.4588 0.6318  0.892
O: -1.3832 -2.5417 0.9150  -0.811
O: -0.5328 -0.3260 1.7526  -0.440
C: 0.3810 0.7473 1.9430  -0.625
C: 0.2758 1.8193 0.8653  -0.032
C: -1.0687 2.5416 0.8870  -0.003
C: -1.1826 3.5467 -0.2521  -1.503
H: -1.0758 3.0478 -1.2131  0.290
H: -0.4055 4.3044 -0.1741  0.412
H: -2.1495 4.0437 -0.2286  0.398
H: -1.8669 1.8036 0.8040  -0.088
H: -1.1882 3.0570 1.8430  0.427
H: 0.4180 1.3430 -0.1049  -0.207
H: 1.0842 2.5379 1.0192  0.622
H: 0.1189 1.1607 2.9226  0.456
H: 1.4008 0.3564 1.9722  0.102
C: 1.3094 -2.0370 0.5759  -1.048
N: 2.3099 -1.0395 0.2740  0.621
C: 3.6357 -1.4329 0.7311  -0.625
H: 3.5990 -1.6420 1.8027  0.389
C: 4.6057 -0.2790 0.4714  -0.609
H: 5.6213 -0.5583 0.7568  0.354
O: 4.6548 0.0561 -0.8935  -0.415
C: 3.3727 0.4052 -1.3612  -0.756
C: 2.3724 -0.7293 -1.1449  -0.342
H: 1.3849 -0.4219 -1.4848  0.082
H: 2.6921 -1.6116 -1.7282  0.418
H: 3.4840 0.6238 -2.4244  0.375
H: 3.0175 1.3046 -0.8359  0.289
H: 4.2867 0.5956 1.0594  0.301
H: 3.9937 -2.3346 0.2051  0.341
H: 1.3392 -2.9028 -0.1065  0.352
H: 1.4714 -2.4190 1.5882  0.415
H: -2.5967 0.8471 -1.6231  0.131
H: -3.6904 -0.3725 -2.2900  0.490
H: -4.3262 0.6533 -0.0104  0.474
H: -2.9757 -0.2687 0.6685  -0.059
H: -4.0027 -2.3806 0.0009  0.307
H: -5.1727 -1.4371 0.9091  0.379
H: -5.3028 -1.5310 -0.8496  0.374

LUMO = 0.0307 Eh
Frontier orbital gap = 0.3653 Eh
ΔE to the lowest compared entry with this formula, charge and spin = 10.8 kJ/mol
Net charge = 0
M = 293.34 g mol⁻¹
SMILES string = CCCCOP(=O)(CN1CCOCC1)OCCCC
Calculated total energy = -1209.281897 a.u.

***

3.
ORCA calculation (the ωB97M-V functional and the def2-TZVPD basis) on a 2-piece molecular cluster, C10H20B3F3NO6 overall in a non-equilibrium geometry.

Each line ends with the Mulliken charge.
Atoms and positions in Å:
C: 0.3467 -0.7576 2.6926  -0.906
B: -0.8336 0.1569 2.0267  0.549
O: -0.3969 1.3038 1.2590  -0.396
B: -1.4240 1.7100 0.3421  0.521
C: -1.2274 2.0599 -1.2267  -0.517
C: 0.3025 2.5268 -1.4440  -0.442
O: 1.1166 1.3278 -1.3099  -0.227
C: 2.1835 1.2916 -2.2717  -0.745
C: 1.5683 0.7334 -3.6565  0.928
F: 1.4062 1.8532 -4.5380  -0.272
F: 2.4083 -0.2463 -4.2744  -0.268
F: 0.2758 0.1453 -3.4892  -0.215
O: -2.7875 1.7628 0.8846  -0.280
B: -3.0430 0.3571 1.2193  0.215
C: -4.1602 -0.4274 0.3480  -0.555
C: -4.0988 -2.0377 0.4993  -0.314
C: -3.0584 -2.7380 -0.4978  0.417
N: -1.9470 -1.9866 -1.1575  -0.517
O: -3.1781 -3.9724 -0.7323  -0.534
O: -2.2313 -0.1961 2.2698  -0.496
H: 0.0120 -0.9468 3.7839  0.220
H: 0.4308 -1.7950 2.2132  0.297
H: 1.3242 -0.1497 2.6702  0.293
H: -1.9449 2.8788 -1.5972  0.300
H: -1.4896 1.0967 -1.8084  0.101
H: 0.5223 3.2883 -0.6112  0.257
H: 0.3838 2.9852 -2.4948  0.364
H: 2.6082 2.3511 -2.3645  0.311
H: 3.0675 0.6299 -1.9402  0.305
H: -3.9213 -0.2046 -0.7610  0.196
H: -5.1871 0.0016 0.6106  0.352
H: -5.1796 -2.4100 0.3475  0.303
H: -3.8020 -2.3476 1.5646  0.201
H: -1.4209 -1.4334 -0.4562  0.212
H: -2.3479 -1.3372 -1.8632  0.324
C: 4.3292 -1.3331 1.6276  -0.926
C: 4.5988 0.0076 2.3455  -0.354
O: 3.6187 0.2019 3.2305  -0.860
H: 3.3738 -1.3219 1.0910  0.079
H: 5.1197 -1.5294 0.8865  0.398
H: 4.3222 -2.1750 2.3283  0.288
H: 4.7211 0.7514 1.5271  0.122
H: 5.6395 -0.0755 2.7268  0.271

LUMO = 0.0788 Eh
Frontier orbital gap = 0.1672 Eh
Net charge = -1
M = 339.70 g mol⁻¹
Calculated total energy = -1273.558669 a.u.

***

4.
ORCA calculation (the ωB97M-V functional and the def2-TZVPD basis) on one molecule with the formula C6H10O.

Each line ends with the Mulliken charge.
Atoms and positions in Å:
C: -0.2331 -1.3457 -1.2861  -1.334
C: -0.7200 -0.1861 -0.4017  0.533
C: -0.8782 -0.6107 1.0750  -1.533
C: 0.4549 1.6521 0.8532  0.602
O: 0.0637 2.2995 1.7862  -0.573
C: 1.5643 0.9128 0.2374  -0.721
C: 0.1810 1.0542 -0.4653  -0.322
H: -0.8855 -2.2196 -1.1652  0.374
H: 0.7835 -1.6616 -1.0178  0.294
H: -0.2271 -1.0844 -2.3514  0.365
H: -1.7041 0.1236 -0.7759  0.308
H: -0.1192 -1.3418 1.3725  0.313
H: -1.8681 -1.0103 1.2830  0.392
H: -0.7821 0.2380 1.7513  0.379
H: 2.3678 1.5734 -0.0712  0.302
H: 1.8865 -0.0883 0.5204  0.208
H: 0.1156 1.6949 -1.3445  0.411

LUMO = 0.0345 Eh
Frontier orbital gap = 0.3686 Eh
ΔE to the lowest compared entry with this formula, charge and spin = 142.5 kJ/mol
Net charge = 0
M = 98.14 g mol⁻¹
SMILES string = CC(C)[C@@H]1CC1=O
Calculated total energy = -309.788101 a.u.

***

5.
ORCA calculation (the ωB97M-V functional and the def2-TZVPD basis) on a 10-piece molecular cluster, H20O10 overall in a non-equilibrium geometry.

Each line ends with the Mulliken charge.
Atoms and positions in Å:
H: 0.9482 0.2801 0.4649  0.294
H: -0.0275 0.6788 -0.6300  0.297
H: -1.6887 0.2396 -1.8343  0.255
H: -2.9662 0.4766 -2.6229  0.312
H: -0.8064 2.2882 2.5072  0.306
H: -0.5958 2.8193 1.0988  0.318
H: 0.2177 -2.9722 -3.5230  0.313
H: 0.5210 -1.8896 -4.5458  0.284
H: -2.9178 -3.6469 3.2603  0.295
H: -2.6482 -2.2560 2.7102  0.332
H: -3.8583 1.5876 -0.2192  0.313
H: -4.4732 2.9645 -0.0294  0.316
H: 4.3159 1.2448 1.2901  0.330
H: 4.6471 2.3647 2.2628  0.313
H: 0.0079 -2.3534 2.4112  0.289
H: -0.2031 -1.2683 3.4543  0.266
H: 4.1126 -1.0314 1.6934  0.308
H: 5.5018 -1.4603 2.1363  0.333
H: 0.8978 1.2289 -4.9498  0.294
H: -0.1645 0.1419 -4.9486  0.266
O: 0.0401 0.1469 0.1709  -0.602
O: -2.0916 0.0779 -2.6948  -0.559
O: -1.0804 2.9959 1.9130  -0.619
O: 0.7689 -2.1945 -3.6657  -0.592
O: -2.7460 -2.7401 3.5379  -0.647
O: -4.4319 2.2300 -0.6521  -0.630
O: 4.2076 2.1934 1.4222  -0.642
O: -0.6389 -2.0247 3.0457  -0.539
O: 5.0314 -1.0481 1.4030  -0.640
O: 0.1205 0.9265 -4.4667  -0.564

LUMO = -0.0114 Eh
Frontier orbital gap = 0.3664 Eh
ΔE to the lowest compared entry with this formula, charge and spin = 415.7 kJ/mol
Net charge = 0
M = 180.15 g mol⁻¹
SMILES string = O.O.O.O.O.O.O.O.O.O
Calculated total energy = -764.323599 a.u.